Formula: C6H18N2
Source: the OMol25 dataset
Level of theory: ωB97M-V/def2-TZVPD

Each line ends with the Löwdin charge.
Element x y z (Å)
N: -4.687 0.463 0.083  -0.050
C: -3.258 3.411 -1.960  -0.110
C: -4.042 1.101 -1.055  -0.329
C: -3.724 2.575 -0.683  -0.243
H: -4.886 -0.542 0.127  0.069
H: -4.111 0.675 0.905  0.061
H: -2.515 4.184 -1.702  0.061
H: -4.148 3.907 -2.384  0.064
H: -2.825 2.748 -2.727  0.061
H: -4.702 0.967 -1.934  0.113
H: -3.094 0.569 -1.263  0.103
H: -2.987 2.563 0.144  0.099
H: -4.619 3.121 -0.328  0.100
N: 4.686 -2.851 2.623  -0.037
C: 3.036 -1.321 -0.339  -0.150
C: 3.672 -2.211 1.794  -0.337
C: 4.106 -2.117 0.351  -0.288
H: 4.734 -2.472 3.576  0.066
H: 5.606 -2.678 2.203  0.058
H: 3.080 -1.536 -1.420  0.073
H: 3.217 -0.244 -0.186  0.077
H: 2.024 -1.563 0.027  0.079
H: 3.446 -1.208 2.203  0.115
H: 2.775 -2.843 1.937  0.114
H: 4.114 -3.056 -0.235  0.115
H: 5.101 -1.644 0.243  0.115

Properties
HOMO (eV): -8.964
Structure (SMILES): CCCN.CCCN
Max |F| (Eh/bohr): 0.03265
LUMO level (eV): 0.99
Energy (a.u.): -348.8733
Orbital gap (eV): 9.96
Relative energy (zero: lowest compared OMol25 entry of this formula, charge and spin) (kcal per mole): 10.18
Net charge: 0

Formula: C6H18N3
Source: the OMol25 dataset
Level of theory: ωB97M-V/def2-TZVPD

Each line ends with the Löwdin charge.
Element x y z (Å)
C: 0.613 -2.240 -0.625  -0.280
C: 0.142 -2.833 0.725  -0.123
C: -0.713 -1.782 -1.321  -0.113
H: 1.016 -3.068 -1.208  0.097
H: 1.285 -1.382 -0.604  0.043
H: 1.030 -3.050 1.313  0.064
H: -0.492 -2.147 1.293  0.039
H: -1.047 -0.873 -0.827  0.054
H: -1.334 -2.670 -1.319  0.063
H: -0.520 -3.694 0.617  0.071
H: -0.556 -1.599 -2.393  0.067
C: 1.422 1.021 -0.734  -0.244
C: 0.690 1.726 -1.842  -0.128
C: -0.523 1.190 1.054  -0.514
N: 0.784 1.004 0.591  -0.003
N: -1.459 1.919 0.356  0.089
N: -0.865 0.429 2.156  0.078
H: 1.564 -0.032 -1.000  0.062
H: 2.321 1.625 -0.586  0.116
H: 0.419 2.791 -1.842  0.071
H: -0.242 1.247 -2.169  0.064
H: 1.418 1.016 1.373  0.105
H: -1.124 2.547 -0.352  0.048
H: -2.463 1.781 0.316  0.078
H: -0.416 -0.444 2.405  0.058
H: -1.476 0.727 2.889  0.062
H: 1.258 1.721 -2.784  0.076

Properties
HOMO (spin up / spin down) (eV): -3.849 / -8.799
Spin multiplicity: 2
<S²>: 0.753
Max |F| (Eh/bohr): 0.05060
LUMO level (spin up / spin down) (eV): 1.06 / 0.99
Energy (a.u.): -403.5513
Orbital gap (spin up / spin down) (eV): 4.91 / 9.79
Relative energy (zero: lowest compared OMol25 entry of this formula, charge and spin) (kcal per mole): 14.89
Net charge: 0

Formula: C6H18N3
Source: the OMol25 dataset
Level of theory: ωB97M-V/def2-TZVPD

Each line ends with the Löwdin charge.
Element x y z (Å)
C: -1.282 -1.979 2.305  -0.047
C: 0.716 -2.675 0.999  0.034
C: 1.448 3.120 -0.342  0.000
C: 0.878 1.859 -2.335  0.001
C: 0.695 0.804 -0.153  -0.014
C: -0.508 -2.160 1.036  -0.430
N: -2.521 -1.582 -0.273  0.009
N: -1.111 -1.660 -0.143  -0.135
N: 0.583 2.069 -0.908  -0.248
H: -2.144 -2.647 2.325  0.086
H: -0.655 -2.216 3.158  0.083
H: -1.644 -0.955 2.409  0.077
H: 0.542 0.988 0.909  0.113
H: 1.218 -2.974 1.899  0.058
H: 1.245 -2.829 0.075  0.056
H: 1.199 3.299 0.703  0.113
H: 2.491 2.812 -0.404  0.118
H: 1.324 4.051 -0.893  0.112
H: 0.210 1.108 -2.752  0.115
H: 0.755 2.788 -2.890  0.113
H: 1.905 1.518 -2.451  0.117
H: -0.051 0.071 -0.479  0.073
H: 1.690 0.383 -0.286  0.117
H: -2.886 -0.972 0.453  0.070
H: -2.971 -2.494 -0.162  0.088
H: -0.735 -2.115 -0.970  0.128
H: -0.390 2.386 -0.832  0.195

Properties
HOMO (eV): -11.339
Max |F| (Eh/bohr): 0.01875
LUMO level (eV): -2.99
Energy (a.u.): -403.3745
Orbital gap (eV): 8.35
Relative energy (zero: lowest compared OMol25 entry of this formula, charge and spin) (kcal per mole): 66.57
Net charge: +1

Formula: C6H18N3
Source: the OMol25 dataset
Level of theory: ωB97M-V/def2-TZVPD

Each line ends with the Löwdin charge.
Element x y z (Å)
C: 0.601 1.230 -1.241  -0.541
C: -0.823 1.705 -0.769  -0.082
C: 0.608 0.933 -2.712  -0.072
C: 1.679 2.190 -0.796  -0.082
H: 0.834 0.392 -0.646  0.075
H: -1.489 0.767 -0.828  0.087
H: -1.167 2.528 -1.303  0.039
H: 0.380 -0.123 -2.694  0.070
H: -0.095 1.701 -3.190  0.121
H: 1.564 1.033 -3.124  0.050
H: 2.558 1.754 -1.447  0.108
H: 1.537 3.296 -1.310  0.152
H: 2.041 2.197 0.101  -0.012
H: -0.747 2.101 0.310  0.090
C: -0.062 -2.788 0.169  -0.061
C: -0.759 -1.283 1.938  -0.436
N: 0.265 -1.778 1.207  -0.002
N: -2.043 -1.262 1.669  0.215
N: -0.350 -0.548 3.036  0.161
H: 1.263 -1.889 1.612  0.201
H: -2.505 -2.092 1.450  0.104
H: -2.712 -0.695 2.172  0.146
H: 0.675 -0.218 3.038  0.166
H: -1.039 -0.165 3.698  0.133
H: 0.622 -3.782 0.528  0.163
H: 0.366 -2.443 -0.891  0.115
H: -1.203 -2.763 0.020  0.094

Properties
HOMO (eV): -13.420
Max |F| (Eh/bohr): 0.19045
LUMO level (eV): -3.28
Energy (a.u.): -403.3533
Orbital gap (eV): 10.14
Relative energy (zero: lowest compared OMol25 entry of this formula, charge and spin) (kcal per mole): 79.87
Net charge: +1

Formula: C6H18N3OPmSSb
Source: the OMol25 dataset
Level of theory: ωB97M-V/def2-TZVPD

Each line ends with the Löwdin charge.
Element x y z (Å)
Pm: 10.071 8.581 6.985  1.494
N: 9.521 7.177 9.134  -0.042
C: 10.927 6.934 9.369  -0.912
N: 11.325 5.839 9.895  0.200
S: 11.947 8.266 9.087  0.713
H: 8.973 6.358 9.321  0.107
H: 9.227 7.962 9.793  0.146
H: 10.652 5.166 10.274  0.171
H: 12.326 5.626 9.985  0.170
N: 8.704 11.634 8.682  0.209
C: 9.157 10.730 8.107  -0.115
H: 8.192 12.439 9.055  0.158
C: 12.536 6.981 5.044  -0.028
O: 11.919 8.336 5.285  -0.319
H: 13.512 7.071 4.484  0.134
H: 11.831 6.405 4.382  0.113
H: 12.708 6.544 6.013  0.068
H: 12.195 8.975 4.578  0.139
C: 5.423 8.102 8.017  -0.231
Sb: 6.921 8.212 6.448  1.222
C: 6.724 6.487 5.149  -0.264
C: 6.537 9.787 5.121  -0.334
H: 5.871 7.662 8.944  0.032
H: 4.672 7.478 7.615  0.008
H: 5.094 9.110 8.112  0.007
H: 5.765 6.542 4.623  0.042
H: 6.755 5.589 5.742  0.010
H: 7.574 6.550 4.476  0.004
H: 5.492 9.777 4.877  0.016
H: 7.003 9.739 4.094  0.056
H: 6.718 10.816 5.499  0.026

Properties
HOMO (spin up / spin down) (eV): -18.593 / -18.555
Spin multiplicity: 5
<S²>: 6.009
Max |F| (Eh/bohr): 0.04723
LUMO level (spin up / spin down) (eV): -11.77 / -10.84
Energy (a.u.): -1724.6545
Orbital gap (spin up / spin down) (eV): 6.82 / 7.71
Relative energy (zero: lowest compared OMol25 entry of this formula, charge and spin) (kcal per mole): 7.56
Net charge: +3

Formula: C6H18N4O6P
Source: the OMol25 dataset
Level of theory: ωB97M-V/def2-TZVPD

Each line ends with the Löwdin charge.
Element x y z (Å)
O: 0.158 -1.390 0.703  -0.291
P: 0.678 -0.944 -0.774  0.920
O: 1.851 0.104 -0.310  -0.270
C: -0.635 0.295 -1.381  -0.354
C: -2.041 -0.310 -1.387  -0.206
N: -2.813 -0.069 -0.167  -0.033
C: -2.176 0.674 0.904  -0.209
C: -1.578 1.956 0.378  -0.073
N: -0.708 1.720 -0.849  0.082
H: 0.612 -0.943 1.429  0.074
H: 1.781 1.009 -0.636  0.001
H: -0.331 0.421 -2.424  0.120
H: -1.919 -1.381 -1.570  0.117
H: -2.592 0.079 -2.247  0.119
H: -3.179 -0.941 0.188  0.120
H: -1.428 0.109 1.465  0.098
H: -2.948 0.979 1.612  0.136
H: -0.949 2.425 1.130  0.137
H: -2.350 2.660 0.078  0.138
H: 0.229 2.084 -0.658  0.123
H: -1.059 2.306 -1.606  0.181
C: -0.847 -4.229 1.880  0.022
N: -1.270 -5.633 2.150  -0.456
O: -1.091 -6.451 1.273  0.077
O: -1.769 -5.848 3.233  0.072
H: -0.420 -4.184 0.887  0.080
H: -1.735 -3.611 1.977  0.092
H: -0.125 -3.959 2.646  0.099
C: 4.705 3.506 -0.978  0.075
N: 3.329 3.048 -1.314  -0.439
O: 2.410 3.344 -0.569  0.037
O: 3.185 2.382 -2.309  0.085
H: 4.653 4.096 -0.071  0.102
H: 5.309 2.612 -0.858  0.112
H: 5.062 4.083 -1.826  0.112

Properties
HOMO (eV): -12.875
Max |F| (Eh/bohr): 0.01085
LUMO level (eV): -3.45
Energy (a.u.): -1250.8199
Orbital gap (eV): 9.43
Net charge: +1

Formula: C6H18N6O12
Source: the OMol25 dataset
Level of theory: ωB97M-V/def2-TZVPD

Each line ends with the Löwdin charge.
Element x y z (Å)
C: -17.379 20.902 1.065  -0.001
N: -16.932 19.993 2.141  -0.335
O: -16.075 20.409 2.878  -0.053
O: -17.525 18.936 2.269  0.000
H: -18.399 20.600 0.828  0.086
H: -16.738 20.680 0.212  0.075
H: -17.177 21.891 1.476  0.118
C: -19.530 17.133 -0.638  0.057
N: -19.346 17.643 0.774  -0.407
O: -19.202 18.838 0.922  0.007
O: -19.529 16.869 1.703  0.079
H: -18.854 17.699 -1.280  0.087
H: -20.527 17.331 -1.033  0.096
H: -19.331 16.067 -0.531  0.096
C: -19.425 22.498 -1.778  0.048
N: -18.261 22.255 -0.916  -0.403
O: -17.306 21.742 -1.522  0.054
O: -18.303 22.657 0.243  0.019
H: -19.706 23.541 -1.634  0.108
H: -20.169 21.728 -1.576  0.107
H: -19.141 22.299 -2.812  0.098
C: -17.264 20.347 5.765  0.065
N: -17.113 18.951 5.259  -0.387
O: -16.896 18.086 6.063  0.105
O: -17.255 18.845 4.041  -0.043
H: -16.750 21.007 5.065  0.088
H: -17.001 20.421 6.820  0.102
H: -18.316 20.561 5.579  0.105
C: -14.591 19.344 4.060  -0.003
N: -13.504 18.874 3.208  -0.403
O: -13.635 17.791 2.649  0.018
O: -12.519 19.556 3.107  0.048
H: -15.570 18.945 3.797  0.060
H: -14.609 20.432 3.996  0.106
H: -14.302 18.932 5.027  0.119
C: -15.058 18.265 -1.033  0.060
N: -14.818 18.706 0.353  -0.325
O: -14.786 19.947 0.566  0.026
O: -14.622 17.862 1.236  0.024
H: -14.123 17.847 -1.406  0.109
H: -15.418 19.144 -1.568  0.094
H: -15.846 17.527 -0.885  0.096

Properties
HOMO (eV): -8.315
Max |F| (Eh/bohr): 0.17331
LUMO level (eV): -0.67
Energy (a.u.): -1469.9235
Orbital gap (eV): 7.64
Relative energy (zero: lowest compared OMol25 entry of this formula, charge and spin) (kcal per mole): 208.88
Net charge: 0

Formula: C6H18N6O12
Source: the OMol25 dataset
Level of theory: ωB97M-V/def2-TZVPD

Each line ends with the Löwdin charge.
Element x y z (Å)
C: -2.028 2.303 2.401  0.031
N: -2.278 2.112 0.952  -0.446
O: -3.235 1.427 0.634  0.052
O: -1.521 2.664 0.184  0.060
H: -1.103 1.771 2.622  0.078
H: -2.811 1.816 2.971  0.094
H: -1.887 3.359 2.595  0.093
C: 1.843 4.665 0.815  0.053
N: 2.371 3.464 0.083  -0.456
O: 3.569 3.315 0.037  0.061
O: 1.542 2.725 -0.382  0.071
H: 1.007 4.316 1.411  0.085
H: 1.480 5.380 0.086  0.100
H: 2.676 5.007 1.418  0.091
C: 1.183 -1.215 4.317  0.038
N: 2.065 -2.077 3.511  -0.458
O: 2.022 -3.274 3.712  0.064
O: 2.807 -1.550 2.715  0.062
H: 1.815 -0.456 4.763  0.102
H: 0.646 -1.821 5.042  0.097
H: 0.379 -0.814 3.700  0.075
C: -4.048 -1.616 -2.650  0.048
N: -2.750 -1.429 -1.969  -0.439
O: -2.262 -2.377 -1.386  0.048
O: -2.272 -0.327 -1.989  0.077
H: -4.296 -2.671 -2.628  0.093
H: -3.923 -1.317 -3.687  0.100
H: -4.771 -0.990 -2.139  0.102
C: 2.160 -1.875 -4.471  0.044
N: 0.846 -1.924 -3.781  -0.442
O: 0.229 -2.971 -3.763  0.059
O: 0.511 -0.907 -3.196  0.064
H: 2.373 -0.871 -4.819  0.095
H: 2.069 -2.504 -5.356  0.096
H: 2.888 -2.192 -3.733  0.103
C: 0.656 -1.895 0.159  0.053
N: 0.028 -0.577 0.412  -0.409
O: -0.430 -0.370 1.532  0.012
O: 0.061 0.230 -0.460  0.085
H: 1.661 -1.681 -0.192  0.106
H: 0.033 -2.417 -0.564  0.079
H: 0.696 -2.438 1.095  0.079

Properties
HOMO (eV): -10.477
Structure (SMILES): C[N+](=O)[O-].C[N+](=O)[O-].C[N+](=O)[O-].C[N+](=O)[O-].C[N+](=O)[O-].C[N+](=O)[O-]
Max |F| (Eh/bohr): 0.02437
LUMO level (eV): 0.41
Energy (a.u.): -1470.2390
Orbital gap (eV): 10.88
Relative energy (zero: lowest compared OMol25 entry of this formula, charge and spin) (kcal per mole): 10.89
Net charge: 0